50
Properties=species:S:1:pos:R:3:forces:R:3 method="wB97M-V/def2-TZVPD" lumo_energy_ev=0.648 smiles="CCOC(=O)N1CCC[C@@H](N2CCC(c3nccs3)CC2)CC1" total_charge=0 e_homo_ev=-8.104
H -0.6716 -1.2943 4.0850 -0.61 0.27 -0.52
C 5.4449 0.3231 -3.3180 -0.59 -0.17 0.25
C -1.5541 -1.3249 0.1345 -0.84 0.63 0.05
C -3.7082 3.3674 2.9964 0.37 -0.98 -0.26
C -4.1895 2.0833 3.7382 0.35 1.02 -1.09
H -3.2674 -0.2673 0.8713 -0.07 0.45 0.31
H 1.9112 -0.2549 -4.8147 0.15 0.19 -0.25
H 0.3091 0.6057 2.5895 -0.36 0.03 0.13
H -4.1385 4.2393 3.4597 -0.22 0.33 0.26
H -0.6985 0.6871 0.2558 0.04 -0.37 -0.07
O -1.7871 0.8873 4.1897 -1.26 0.36 -0.45
H 0.0011 0.8982 -3.7122 0.15 -0.09 0.02
C -0.7607 -1.2455 2.9845 0.68 0.52 0.14
H 1.4043 -2.0580 -1.2491 0.57 0.19 0.16
H 0.2419 -1.6012 -4.0758 0.40 -0.01 0.82
H 1.7312 -2.4117 -3.6038 -0.11 -0.07 0.19
N 4.1866 0.4512 -3.8995 0.15 -0.86 0.81
C 3.2865 -0.2517 -3.2467 1.00 0.87 0.11
H -0.1334 -2.4351 -1.8357 -0.51 0.29 0.01
H 1.5038 1.8461 -3.4841 -0.28 -0.32 -0.14
H 0.3476 1.7822 -1.3674 -0.02 -0.68 -0.16
C 5.5292 -0.4586 -2.2134 -0.01 0.20 0.15
C 0.4443 -0.4654 2.4477 0.85 -0.46 1.05
C 0.8406 0.8652 -1.7529 -0.27 -0.87 1.01
C 0.7606 -0.7550 1.0156 -0.17 -0.06 -0.78
C 1.1046 -1.5471 -3.3631 -0.91 -0.70 0.03
C -0.3734 -0.3429 0.0215 0.64 -0.95 -0.24
H -0.7463 -2.2909 2.6357 -0.10 0.34 -0.10
H -4.0250 3.3577 1.9355 0.05 -0.13 0.55
H 6.3104 0.8401 -3.6896 -0.04 0.16 -0.46
H 6.4390 -0.6595 -1.6373 -0.64 0.03 -0.20
H -5.2759 2.0767 3.7238 -0.04 -0.34 -0.15
O -3.7609 0.8906 3.0405 0.33 -0.38 -0.53
H -2.6103 3.4874 3.0103 -0.46 -0.24 0.14
C 0.9832 0.9042 -3.2285 1.37 0.90 -0.96
H -3.1812 -1.9215 1.4339 0.07 0.18 -0.15
C -2.5067 0.4675 3.2843 2.70 -1.27 0.93
C 0.6139 -1.6463 -1.8724 0.38 1.14 -0.93
C 1.8453 -0.2813 -3.7350 -0.15 0.03 0.93
C -2.5835 -1.0108 1.2542 0.53 -1.02 -0.03
H 1.3288 -0.7045 3.0705 -0.26 -0.06 -0.26
H -3.8728 2.0572 4.7643 0.39 -0.06 0.35
H -1.2092 -2.3402 0.2287 0.41 -0.42 0.26
H 1.6733 -0.2314 0.7510 0.21 0.28 -0.17
H 1.0162 -1.8242 0.9054 -0.32 0.25 -0.08
S 3.9655 -1.0369 -1.7825 -0.35 0.16 -1.13
N -1.9636 -0.5887 2.5106 -2.74 1.47 0.21
H 1.8131 0.8007 -1.2712 0.60 0.54 0.01
H -2.1206 -1.3307 -0.8087 0.16 0.21 0.15
N 0.1023 -0.3375 -1.3770 -1.20 -0.55 0.09


52
Properties=species:S:1:pos:R:3:forces:R:3 method="wB97M-V/def2-TZVPD" lumo_energy_ev=0.666 smiles="CCOc1ccc(S(=O)(=O)NCCC(=O)N2CCCN(C)CC2)cc1" total_charge=0 e_homo_ev=-8.413
O -3.7437 2.0832 0.5910 0.03 0.00 -0.28
O 2.4089 2.9560 -0.7597 -0.22 -0.11 -0.22
S -2.9401 0.8934 0.5985 -0.22 0.14 -0.27
H -4.1888 0.4623 -1.1902 -0.10 0.25 0.03
H 4.7633 -1.9551 1.0013 0.08 -0.05 0.04
C 4.2019 -1.9421 0.0680 -0.14 0.11 0.01
H 4.0527 -2.9805 -0.2588 0.02 -0.06 0.00
H 4.0717 3.9315 -0.2567 -0.13 -0.06 0.13
C -2.2728 -2.0649 -0.0888 -0.19 0.10 -0.32
O -2.9169 0.0999 1.8021 0.15 0.03 -0.26
H 0.9413 -2.1251 -2.3180 0.11 -0.11 0.12
H -2.4301 -3.1396 0.0273 0.03 0.01 0.09
H -0.5674 1.0609 2.1643 0.05 -0.03 0.14
N -3.4332 0.0003 -0.7134 0.13 0.75 0.63
C -1.0334 -1.8357 -0.9362 -0.10 -0.22 0.19
C 1.2442 2.3880 -0.3752 -0.29 0.00 0.02
C -1.2721 1.3674 0.1878 -0.52 -0.31 0.30
H 1.6870 1.9368 1.6909 0.09 0.00 0.05
H 3.7150 1.0108 0.6128 0.02 -0.09 0.04
C 0.9507 1.9151 0.9036 0.26 0.17 -0.08
C 0.2643 2.3061 -1.3746 0.06 0.03 0.11
C 4.3188 1.8631 0.3092 -0.37 0.32 -0.07
H 2.8460 -0.8282 -1.7587 0.00 0.05 -0.05
C 2.2310 -1.5622 1.4449 0.08 -0.17 0.13
H -0.0761 -4.0838 0.7162 -0.03 0.09 0.12
C 1.6246 -2.9781 1.4418 -0.12 0.26 -0.10
C -0.3124 1.4135 1.1765 -0.12 -0.08 0.06
H 0.5168 2.6580 -2.3618 0.01 0.03 -0.13
H 1.8644 -3.1940 -1.2394 0.00 -0.02 -0.03
C -3.5161 -1.4443 -0.7173 0.23 -0.59 0.26
H 4.7814 1.6237 -0.6446 0.08 -0.05 -0.11
N 0.1237 -2.3546 -0.4524 0.33 0.04 0.04
H 2.3024 -3.6633 0.9325 0.02 -0.07 0.04
H -1.7462 1.7410 -1.8544 -0.03 -0.01 -0.19
H 1.5067 -0.1962 -0.7922 -0.02 -0.04 -0.11
H 5.1001 2.0328 1.0449 0.13 0.01 0.10
H -4.3994 -1.7926 -0.1622 0.15 0.03 -0.13
H -0.4628 -2.5558 1.5261 0.04 -0.09 -0.04
C 2.1750 -1.0511 -0.9269 -0.12 -0.11 -0.07
H 2.9106 -1.4691 2.2976 -0.09 0.03 0.03
C 1.3000 -2.2613 -1.2950 0.15 0.28 -0.30
O -1.0733 -1.2586 -2.0076 -0.18 0.14 -0.34
C -0.9870 1.8048 -1.0938 0.21 0.10 -0.13
H -3.5979 -1.7626 -1.7609 0.00 0.08 0.14
H 1.4280 -0.8299 1.5672 -0.01 0.03 0.10
H -2.1475 -1.6225 0.8995 0.08 -0.34 -0.03
H 1.5332 -3.3289 2.4712 0.00 -0.07 -0.01
N 2.9831 -1.1878 0.2665 -0.01 -0.01 -0.02
H 4.8023 -1.4353 -0.6870 0.09 -0.03 -0.04
C 3.4694 3.1212 0.1652 0.47 -0.03 0.26
C 0.2259 -3.0315 0.8251 -0.06 -0.35 0.27
H 3.0848 3.4518 1.1367 -0.01 0.03 -0.11


61
Properties=species:S:1:pos:R:3:forces:R:3 method="wB97M-V/def2-TZVPD" lumo_energy_ev=-9.496 total_charge=+3 e_homo_ev=-18.266
H 4.3834 -1.1357 -1.0044 0.07 -0.06 -0.04
C 1.7208 -2.6018 3.6696 -0.09 0.22 0.02
C 0.1971 2.7523 -2.0529 0.63 -1.06 -0.08
H 3.8609 -1.5621 -2.6371 -0.05 -0.02 -0.11
S -2.1631 1.4838 0.1593 -1.20 0.39 -0.26
N 0.1206 -2.2300 -1.2171 0.19 -0.22 -0.25
H -2.5550 1.0918 2.4422 0.10 -0.20 -0.24
N 0.7248 -3.9086 1.9175 -0.06 0.12 -0.03
H 2.1315 -3.4539 -3.3890 -0.04 0.05 -0.07
H 2.4750 1.3917 4.0364 -0.07 -0.05 0.00
H -3.6569 1.1513 -1.6379 -0.05 -0.11 0.20
H 0.6671 -4.3132 -2.9013 0.03 0.02 -0.03
O -1.0614 -2.8388 -1.5277 -0.02 -0.43 -0.17
H 2.1738 -3.4725 4.1172 0.05 0.01 0.08
H 1.2839 1.0168 5.3016 -0.04 -0.05 -0.07
O 2.1913 0.1608 0.3015 1.24 0.26 0.12
N 0.5471 0.5516 -2.1308 -0.13 0.26 -0.32
H -3.8755 2.7714 -0.9477 -0.11 -0.02 0.14
H -3.2782 3.8691 1.3415 -0.08 0.13 -0.02
C 3.7942 -1.8434 -1.5858 0.07 0.20 0.21
N -0.9714 2.1312 -2.4604 0.87 0.12 -0.18
C -0.7016 0.8070 -2.5416 0.05 0.19 -0.51
C 1.2731 -2.6633 -1.6255 -0.73 0.18 0.09
O 1.4655 4.4428 -1.3225 0.57 0.26 0.07
H -2.0061 3.4662 2.4994 0.03 0.02 -0.05
C 2.3909 -1.7952 -1.1234 -0.12 0.23 0.69
H 0.0789 -3.9857 1.1452 0.02 -0.04 0.11
Zr 0.1640 -0.0728 0.0403 0.27 -1.55 -0.40
C -2.3103 2.6872 -2.4315 -0.33 0.51 -0.13
C 0.9274 -2.7320 2.4925 0.22 0.10 -0.03
H -2.8037 2.5235 -3.3978 0.00 -0.07 0.29
H -3.7020 3.3449 2.9642 0.00 -0.08 -0.07
O -0.8326 2.0836 0.1577 -0.11 0.76 0.46
C 1.8786 -1.3666 4.2126 0.00 -0.82 -0.23
C 1.5556 -3.8042 -2.5313 -0.09 -0.08 -0.01
H -2.2757 0.2309 -3.8621 -0.03 0.03 0.00
H -0.9330 -0.9012 -3.7267 -0.11 0.06 0.05
H 1.0417 -4.7563 2.3663 -0.02 0.03 -0.08
O -1.9203 0.0266 -0.0599 -2.06 -0.45 0.07
O -0.0394 0.5503 1.9816 -0.14 0.61 0.84
H -4.0683 1.3972 1.5531 -0.08 -0.19 -0.19
N 1.8811 -1.0036 -0.2530 1.92 -0.99 -1.12
C -1.5741 -0.2210 -3.1632 -0.24 -0.08 0.04
H 2.1776 1.8733 -1.5987 -0.30 0.00 0.14
N 1.2754 -0.2825 3.6618 -0.45 -0.05 -0.73
N 0.3778 -1.6308 1.9279 -0.12 0.74 0.25
N 0.3520 4.1291 -1.6179 -0.08 -0.62 -0.14
H -0.9566 -3.6150 -2.1205 0.24 0.37 0.26
C -2.9973 3.1926 2.1457 0.16 0.36 -0.01
H 0.7585 1.7302 3.7548 0.11 -0.11 0.16
C -3.0491 1.7414 1.7190 0.04 0.08 -0.39
H 2.4800 -1.1895 5.0948 -0.05 0.02 0.02
H 2.1817 -4.5452 -2.0355 0.03 -0.05 0.12
C 0.5390 -0.4395 2.5353 0.37 -1.26 1.44
H -2.1288 -0.8062 -2.4253 0.01 0.06 -0.12
H 4.2174 -2.8426 -1.4798 -0.01 -0.03 -0.01
C 1.4585 1.0429 4.2269 0.20 0.88 0.33
O -0.6527 4.7885 -1.5234 -0.48 0.64 0.06
H -2.2214 3.7680 -2.2783 -0.03 -0.46 -0.10
C 1.1288 1.7640 -1.8523 0.05 1.22 -0.55
C -3.1412 2.0503 -1.3023 0.00 0.02 0.50


47
Properties=species:S:1:pos:R:3:forces:R:3 method="wB97M-V/def2-TZVPD" lumo_energy_ev=0.731 smiles="CCCCCCCCC(=O)NCCOc1ccccc1" total_charge=0 e_homo_ev=-8.571
H -0.9853 -2.7758 -0.1238 -0.02 -0.09 -0.18
H 3.7867 1.1728 0.8665 0.08 0.01 0.04
N 0.8498 -2.3412 -0.8824 -0.19 0.14 -0.45
C -4.4251 -1.2690 0.9089 -0.09 0.07 0.09
H 2.6822 -0.3302 -0.8168 0.03 0.04 -0.14
H 2.0561 1.1724 2.6153 -0.04 -0.02 0.06
H 1.4713 -0.3991 2.0801 0.00 0.00 0.14
H 0.7381 0.5504 -0.0617 -0.13 -0.06 -0.07
H 3.3013 -2.4022 1.3263 -0.05 -0.07 -0.04
C -1.2647 -1.5797 -1.9205 0.10 -0.49 -0.03
H -5.0690 -2.1067 1.1332 -0.04 -0.06 0.02
C -0.5360 -2.6627 -1.1137 -0.28 0.21 -0.05
H 3.3555 -2.8486 -0.3837 0.00 -0.03 0.04
H -2.1948 -1.9911 -2.3323 0.08 0.05 0.01
H -0.6330 -1.2601 -2.7566 -0.12 -0.07 0.04
H -0.6155 -3.6136 -1.6566 -0.08 0.07 0.09
H 2.3576 2.3913 -0.3899 0.12 0.04 0.00
H 4.3464 -0.7470 -0.4213 -0.08 0.01 -0.07
H 3.9280 -0.1944 1.9618 0.09 0.02 -0.01
H -0.4600 3.4586 0.0458 -0.03 0.08 0.06
H 0.0246 1.3889 1.3027 -0.10 -0.03 -0.06
C 3.3269 -0.7190 -0.0270 0.19 0.02 0.20
C -2.5581 -0.3713 -0.3037 -0.08 0.13 0.05
O -1.5194 -0.4030 -1.1948 -0.07 0.20 0.25
H -3.2709 -2.4020 -0.4719 0.06 -0.07 -0.05
H -0.3744 1.6971 -1.7175 -0.04 -0.12 -0.07
O 0.7859 -2.6759 1.3442 -0.18 -0.07 0.35
C -2.7713 0.8580 0.3199 0.12 -0.10 -0.12
C -3.7943 1.0119 1.2315 0.04 0.01 -0.03
C 2.9168 -2.1527 0.3366 -0.02 0.11 0.06
H 0.8369 4.3350 -0.7614 -0.08 0.03 0.05
H 0.9807 2.5306 -2.4870 0.09 -0.04 -0.11
H 1.8010 3.1644 1.0952 0.12 0.00 0.03
C 1.4185 -2.4011 0.3475 0.50 -0.10 -0.10
H -2.1215 1.6797 0.0674 0.11 0.12 -0.04
C 3.3131 0.2357 1.1670 -0.17 0.03 -0.06
C 0.4428 3.3355 -0.5575 0.25 -0.07 -0.11
H -3.9444 1.9694 1.7079 0.00 0.08 0.03
C -3.3981 -1.4372 -0.0063 0.22 -0.11 -0.24
C 1.4841 2.5545 0.2448 -0.35 -0.03 0.03
H 1.4237 -2.1361 -1.6847 0.07 -0.03 0.13
C 1.9264 0.5313 1.7391 0.01 -0.01 -0.09
H -5.4281 0.0651 2.2479 -0.06 0.00 0.06
H -0.6121 3.2860 -2.4406 -0.06 -0.01 -0.12
C 0.9628 1.2176 0.7699 0.30 0.11 0.12
C 0.0866 2.6673 -1.8810 -0.06 0.14 0.20
C -4.6280 -0.0535 1.5333 -0.13 -0.08 0.09